{
  "formula": "C6H8",
  "method": "ωB97M-V with the def2-TZVPD basis set",
  "mol_weight_g_mol": 80.130,
  "e_above_lowest_kcal_mol": 27.28,
  "smiles": "C=C/C=C\\C=C",
  "charge": 0,
  "orbital_gap_ha": 0.35113,
  "multiplicity": 1,
  "species": ["C", "C", "C", "C", "C", "C", "H", "H", "H", "H", "H", "H", "H", "H"],
  "xyz": [[-1.310148, -0.051807, -0.826415], [-0.643389, -1.209833, -0.190510], [1.645217, -0.296976, 0.506959], [0.568224, -1.295056, 0.376939], [1.597488, 1.020447, 0.295657], [-1.786697, 1.013907, -0.186383], [0.837333, -2.278741, 0.760942], [2.601474, -0.724222, 0.810894], [-1.222945, -2.133553, -0.231483], [2.491359, 1.627892, 0.406703], [0.686994, 1.531749, 0.006111], [-2.309341, 1.805175, -0.717689], [-1.483126, -0.138732, -1.900648], [-1.672448, 1.129744, 0.888925]],
  "atomic_forces_ev_per_a": [[-0.09, 0.18, 0.08], [0.13, -0.04, 0.08], [0.01, 0.17, -0.03], [-0.15, -0.03, -0.06], [-0.01, -0.09, 0.01], [0.07, -0.15, -0.08], [-0.05, 0.15, -0.05], [-0.14, 0.08, -0.05], [0.08, 0.12, 0.00], [-0.10, -0.12, 0.00], [0.16, -0.08, 0.06], [0.07, -0.14, 0.06], [0.02, 0.00, 0.13], [0.01, -0.04, -0.14]],
  "nbo_charge": [-0.220, -0.202, -0.236, -0.218, -0.365, -0.383, 0.205, 0.201, 0.209, 0.197, 0.203, 0.202, 0.208, 0.199]
}

{
  "formula": "C5H8O3S",
  "method": "ωB97M-V with the def2-TZVPD basis set",
  "mol_weight_g_mol": 148.183,
  "e_above_lowest_kcal_mol": 107.36,
  "charge": 0,
  "orbital_gap_ha": 0.36855,
  "multiplicity": 1,
  "species": ["S", "O", "O", "O", "C", "C", "C", "C", "C", "H", "H", "H", "H", "H", "H", "H", "H"],
  "xyz": [[0.740039, -2.017983, 1.198647], [0.239280, -0.426911, 0.905617], [-1.705059, 1.466026, -3.075762], [2.161811, -1.959272, 0.927062], [0.494346, 0.158897, -0.299739], [-1.055907, 1.058421, -1.992762], [-0.516616, 0.005461, -1.426244], [0.672639, -1.692540, 2.952967], [-1.405059, 2.456404, -2.040591], [-2.419183, 2.571026, -1.681055], [1.083593, -0.640398, 2.964834], [-0.300259, -1.832969, 3.443954], [1.507814, -2.254630, 3.451881], [-0.561490, -0.944258, -1.966056], [-0.709949, 3.113946, -2.531449], [1.264616, -0.264414, -0.874732], [0.509384, 1.203195, 0.043429]],
  "atomic_forces_ev_per_a": [[-0.42, 1.35, 0.05], [-0.85, -2.28, 2.05], [-0.23, -1.67, -1.38], [1.06, -0.65, -0.50], [-2.22, 1.36, -1.58], [0.34, 0.15, 0.44], [-0.45, -0.22, -0.01], [1.42, 0.81, 0.93], [-0.77, -1.00, -0.84], [0.50, 1.74, 0.93], [-0.95, -0.90, 0.28], [0.38, 0.19, -0.28], [-1.07, -0.08, -0.61], [-0.02, 0.19, 0.23], [-0.08, 1.04, 0.94], [2.53, -0.04, 0.44], [0.82, 0.01, -1.09]],
  "nbo_charge": [1.505, -0.713, -0.462, -0.957, -0.095, 0.298, -0.341, -0.874, -0.176, 0.221, 0.263, 0.239, 0.252, 0.216, 0.217, 0.204, 0.202]
}

{
  "formula": "C43H38N6OP2PtSTe",
  "method": "ωB97M-V with the def2-TZVPD basis set",
  "mol_weight_g_mol": 1071.511,
  "e_above_lowest_kcal_mol": 58.79,
  "charge": 0,
  "orbital_gap_ha": 0.21201,
  "multiplicity": 1,
  "species": ["Pt", "Te", "S", "P", "P", "O", "N", "N", "N", "N", "N", "N", "C", "C", "C", "C", "C", "C", "C", "C", "C", "C", "C", "C", "C", "C", "C", "C", "C", "C", "C", "C", "C", "C", "C", "C", "C", "C", "C", "C", "C", "C", "C", "C", "C", "C", "C", "C", "C", "C", "C", "C", "C", "C", "C", "H", "H", "H", "H", "H", "H", "H", "H", "H", "H", "H", "H", "H", "H", "H", "H", "H", "H", "H", "H", "H", "H", "H", "H", "H", "H", "H", "H", "H", "H", "H", "H", "H", "H", "H", "H", "H", "H"],
  "xyz": [[0.727013, 0.852269, 0.227189], [-2.716728, 1.816265, 3.455536], [0.293962, -1.143924, -1.561905], [-1.443712, 1.513351, 0.286631], [-0.290969, -0.070285, 2.198873], [1.439826, 1.066147, -5.762225], [-5.983555, -1.784183, 4.248976], [2.689414, 0.400318, 0.555782], [2.439377, -1.778945, -2.985990], [5.647688, -2.422053, -1.480744], [1.059770, -0.119231, -3.876824], [4.583688, -1.115188, 0.335599], [-5.886774, -1.164562, 3.066684], [-3.544578, 3.304610, 0.222689], [3.082548, -3.656778, -4.428152], [-0.674674, -1.726027, 2.806686], [3.406749, 1.515184, -2.953573], [-3.026536, -0.567175, -0.746889], [-1.365012, 4.301004, 0.488424], [4.662192, 1.914519, -2.517573], [0.082235, -3.828002, 3.715984], [0.552249, 0.183290, 4.902717], [-1.953589, 5.551378, 0.628170], [0.364086, -2.556654, 3.243588], [1.230277, 1.938245, 3.417304], [3.252469, 0.986246, -4.227010], [1.177108, 0.841863, 5.956141], [-4.127776, 4.553974, 0.356872], [-1.976087, -2.204619, 2.778141], [0.579463, 0.721528, 3.617309], [-2.257651, -3.478081, 3.257981], [-1.232735, -4.284592, 3.732807], [5.762456, 1.772133, -3.351276], [-2.158317, 3.176067, 0.286585], [1.835448, 2.605348, 4.470248], [5.131322, -1.780627, -0.662199], [-4.171213, 0.308580, 3.843984], [4.348414, 0.881774, -5.076713], [1.369765, -1.009625, -2.861186], [3.845556, -4.057779, -5.688588], [-5.006518, -0.121882, 2.818396], [-3.117528, 0.516546, -3.307661], [1.816017, 2.050982, 5.744198], [-3.333155, 5.676302, 0.561410], [-3.704736, -0.717805, -3.054055], [-2.481230, 1.201967, -2.282127], [-3.660108, -1.256681, -1.776845], [3.160185, -2.154119, -4.209844], [1.887486, 0.642066, -4.725463], [-5.202030, -1.339708, 5.232870], [-1.799858, 0.792392, 1.862628], [3.573203, -0.360814, 0.376144], [-2.439144, 0.665076, -0.993750], [-4.288556, -0.300664, 5.083483], [5.603972, 1.260546, -4.634404], [3.518050, -4.164027, -3.562578], [-4.954842, 0.334331, 1.835647], [-3.669069, 0.008238, 5.917861], [-6.546391, -1.526912, 2.281844], [4.781789, 2.331770, -1.524877], [-4.108601, -2.222720, -1.577469], [-2.015069, 2.163269, -2.477028], [1.265571, 2.354176, 2.421931], [2.653667, -2.332576, -2.170028], [-1.336649, 6.426292, 0.791227], [-2.969283, -0.985711, 0.250206], [6.459942, 1.163311, -5.290810], [-5.205158, 4.653424, 0.308677], [-4.158145, 2.426463, 0.063707], [1.158607, 0.405000, 6.948381], [-5.300156, -1.851493, 6.186776], [2.719689, -1.634701, -5.056780], [-0.286859, 4.194625, 0.541608], [0.034454, -0.748518, 5.086776], [-3.281830, -3.831218, 3.262516], [-1.454764, -5.275890, 4.110382], [2.549382, 1.621716, -2.302633], [4.897921, -3.772807, -5.607322], [0.885069, -4.463274, 4.070220], [2.298496, 2.564534, 6.568589], [-3.145506, 0.938944, -4.306327], [3.802104, -5.137280, -5.836511], [2.331862, 3.552563, 4.296903], [1.387138, -2.193961, 3.220927], [-3.792234, 6.652142, 0.664657], [4.200073, -1.858479, -4.112510], [4.207544, 0.491653, -6.078136], [-2.769921, -1.570614, 2.402717], [3.424092, -3.574778, -6.573116], [6.745402, 2.060023, -2.998351], [2.036714, -3.962695, -4.507568], [0.069970, 0.018195, -4.011439], [-4.194230, -1.262981, -3.853096]],
  "atomic_forces_ev_per_a": [[-0.87, -0.84, 0.82], [-0.15, -0.66, -0.27], [0.45, 0.11, -0.29], [-0.77, -1.19, 0.72], [-0.47, 2.43, 0.04], [0.01, -0.03, -0.05], [0.05, 0.14, -0.05], [0.46, -0.49, -0.43], [0.19, 0.09, -0.21], [-0.21, 0.20, 0.12], [0.32, -0.07, -0.10], [0.23, -0.16, 0.26], [0.06, -0.08, 0.16], [0.05, 0.05, -0.10], [0.08, -0.07, -0.11], [0.80, -0.43, -0.60], [0.13, -0.09, 0.11], [-0.03, 0.04, -0.07], [-0.03, -0.02, 0.03], [0.04, -0.01, 0.03], [0.03, 0.05, -0.02], [-0.01, 0.01, -0.05], [0.04, -0.01, 0.02], [-0.07, -0.01, 0.01], [-0.01, -0.11, 0.12], [-0.05, 0.01, -0.05], [-0.10, -0.11, 0.03], [0.00, 0.02, 0.01], [-0.14, 0.06, 0.04], [0.23, -0.28, -0.06], [0.02, 0.01, 0.05], [-0.02, 0.04, -0.02], [-0.03, 0.00, 0.01], [0.52, 0.18, -0.20], [-0.08, -0.02, 0.00], [-0.40, 0.16, -0.10], [-0.06, 0.30, -0.10], [-0.06, -0.03, -0.09], [-0.32, 0.10, -0.03], [0.01, 0.00, 0.13], [-0.02, -0.10, 0.02], [0.13, 0.09, 0.02], [0.04, 0.10, 0.02], [-0.03, -0.02, -0.02], [-0.03, -0.09, 0.03], [-0.10, -0.07, 0.03], [0.03, 0.03, 0.07], [-0.13, -0.11, 0.26], [-0.12, -0.09, 0.19], [-0.07, -0.03, -0.15], [0.56, 0.36, 0.33], [-0.03, 0.18, -0.22], [0.15, 0.26, -0.24], [-0.01, -0.02, 0.02], [0.03, 0.02, 0.02], [-0.05, 0.01, 0.01], [-0.02, -0.05, 0.03], [-0.01, -0.06, -0.04], [0.05, 0.02, 0.06], [-0.02, -0.05, -0.03], [0.00, 0.04, -0.02], [-0.03, -0.02, -0.04], [0.04, 0.08, -0.19], [0.01, -0.06, 0.07], [0.00, -0.02, -0.02], [-0.03, -0.01, 0.00], [-0.03, -0.02, 0.04], [0.03, -0.01, 0.00], [-0.03, 0.03, 0.00], [-0.03, 0.02, -0.06], [0.01, 0.05, -0.05], [-0.02, 0.05, -0.01], [-0.01, 0.01, 0.02], [0.03, 0.01, 0.05], [0.03, 0.00, 0.00], [0.01, 0.04, -0.03], [-0.07, -0.03, 0.07], [-0.07, -0.01, -0.04], [-0.03, 0.02, -0.03], [-0.02, -0.05, -0.06], [-0.02, -0.01, 0.06], [0.01, 0.05, -0.03], [-0.01, -0.04, -0.02], [-0.04, -0.05, 0.04], [0.01, -0.04, 0.01], [0.15, 0.17, 0.01], [0.01, 0.03, 0.02], [0.03, 0.01, 0.03], [0.03, -0.02, 0.01], [-0.04, 0.00, -0.04], [-0.01, 0.00, 0.05], [-0.11, 0.10, -0.01], [0.02, 0.05, 0.03]],
  "mulliken_charge": [0.687, 0.286, 0.001, 1.444, 1.020, -0.603, -0.647, -0.459, 0.235, -0.586, 0.229, -0.769, -0.515, -0.291, -0.355, 0.088, 0.050, -0.126, -0.389, -0.691, -0.719, -0.321, -0.645, -0.434, -0.244, 0.563, -0.734, -0.754, -0.005, 0.519, -1.109, -0.593, -0.430, 0.174, -0.877, 0.557, 0.269, -0.501, -0.627, -1.354, -0.102, -0.677, -0.476, -0.478, -0.565, -0.852, -0.677, -0.796, -0.206, -0.369, -0.935, 0.787, 0.419, -0.316, -0.571, 0.394, 0.376, 0.381, 0.389, 0.412, 0.446, 0.420, 0.142, 0.395, 0.419, 0.526, 0.398, 0.415, 0.256, 0.404, 0.368, 0.422, 0.349, 0.375, 0.490, 0.396, 0.474, 0.328, 0.428, 0.389, 0.463, 0.395, 0.420, 0.523, 0.393, 0.309, 0.483, 0.111, 0.335, 0.403, 0.306, 0.144, 0.392]
}

{
  "formula": "C10H16",
  "method": "ωB97M-V with the def2-TZVPD basis set",
  "mol_weight_g_mol": 136.238,
  "e_above_lowest_kcal_mol": 58.54,
  "smiles": "CCc1ccccc1.CC",
  "charge": 0,
  "orbital_gap_ha": 0.36147,
  "multiplicity": 1,
  "species": ["C", "C", "C", "C", "C", "C", "C", "C", "C", "C", "H", "H", "H", "H", "H", "H", "H", "H", "H", "H", "H", "H", "H", "H", "H", "H"],
  "xyz": [[-0.480288, 0.986470, -0.092803], [-0.216996, -0.568023, -2.031882], [1.128349, 2.657005, 0.308881], [1.069081, 1.511747, -1.824166], [1.558183, 2.617930, -1.003490], [-1.926672, -1.335174, 2.559206], [-0.455129, -1.627287, 2.780738], [0.060606, 1.867401, 0.747853], [0.896214, -1.530243, -2.372487], [0.215824, 0.658564, -1.291855], [-0.113157, -2.369765, 2.096956], [1.514849, 1.404976, -2.789547], [-0.548300, 2.170078, 1.676175], [-2.132124, -1.043227, 1.495483], [0.580333, -2.649632, -2.090368], [-0.649281, -0.265806, -3.161452], [0.110279, -0.723435, 2.367427], [1.095331, -1.324381, -3.499130], [1.689985, 3.197765, 1.056881], [-1.392941, 0.424396, 0.087140], [-1.035268, -1.238914, -1.516469], [-2.369388, -2.383131, 2.631801], [-2.465353, -0.548731, 3.190160], [-0.230212, -1.800930, 3.761854], [2.365914, 3.171302, -1.442094], [1.730162, -1.258951, -1.644822]],
  "atomic_forces_ev_per_a": [[0.09, -1.99, -1.43], [-3.26, -0.96, -2.60], [1.17, 0.44, -0.09], [2.53, 3.41, 0.91], [-0.76, -2.53, -0.41], [-1.59, -1.20, -0.77], [0.11, 3.70, -3.30], [-1.61, 2.17, 2.00], [0.88, -1.30, 0.23], [-3.45, -1.70, 0.51], [0.05, -1.10, -0.12], [0.07, -0.29, -0.53], [1.46, -0.67, -1.17], [0.32, -0.19, 0.87], [0.84, 2.41, -1.19], [0.49, -0.49, 3.19], [-0.31, -0.88, 1.10], [0.58, -1.15, 2.16], [-0.20, 0.66, -0.12], [0.23, 0.11, 0.33], [1.19, 2.02, -0.69], [-0.42, 1.58, 0.29], [1.02, -1.35, -0.48], [0.81, -0.61, 2.44], [0.19, 0.55, 0.34], [-0.41, -0.64, -1.48]],
  "nbo_charge": [-0.188, -0.412, -0.225, -0.204, -0.196, -0.611, -0.606, -0.223, -0.627, -0.057, 0.205, 0.210, 0.219, 0.195, 0.216, 0.198, 0.200, 0.219, 0.212, 0.212, 0.214, 0.202, 0.212, 0.204, 0.214, 0.215]
}

> What is the multiplicity in the second record?

1